# 1
{
  "formula": "C23H33N4OPPdSi",
  "method": "ωB97M-V with the def2-TZVPD basis set",
  "s2": 6.0636,
  "total_energy_ev": -53033.457,
  "orbital_gap_ev": [4.21, 6.76],
  "spin_multiplicity": 5,
  "charge": 0,
  "species": ["Pd", "Si", "P", "N", "H", "C", "H", "H", "H", "C", "H", "H", "H", "C", "H", "H", "H", "C", "H", "H", "H", "H", "H", "C", "C", "C", "C", "C", "C", "H", "H", "H", "H", "H", "C", "O", "C", "H", "H", "H", "C", "H", "H", "H", "N", "C", "C", "C", "C", "C", "C", "C", "N", "C", "C", "N", "C", "H", "H", "H", "H", "H", "H", "H"],
  "positions_angstrom": [[-0.9525, -2.1943, -1.1028], [-0.0671, -2.9683, -2.9353], [1.4677, 1.9601, -2.7564], [-1.7371, -0.3869, -0.8765], [2.1940, 1.6701, -1.5151], [1.8183, 3.6064, -3.3633], [2.1347, 3.5359, -4.4113], [2.6191, 4.0500, -2.7599], [0.9110, 4.2179, -3.2826], [2.0060, 0.7310, -3.9537], [1.8877, 1.1680, -4.9548], [1.4199, -0.1929, -3.8652], [3.0679, 0.5057, -3.7842], [-0.2916, 1.8222, -2.4318], [-0.6992, 2.8184, -2.2106], [-0.4973, 1.1479, -1.5762], [-0.7979, 1.3953, -3.3076], [1.8043, -3.0823, -2.6910], [2.1264, -2.4906, -1.8240], [2.3175, -2.7221, -3.5913], [2.0549, -4.1400, -2.5349], [-0.5831, -4.3466, -3.2047], [-0.3271, -2.0635, -4.1027], [-3.0281, -0.2568, -1.1127], [-5.0006, 1.1986, -1.0953], [-3.6633, 1.0081, -0.8089], [-3.8270, -1.2977, -1.6853], [-5.1647, -1.0780, -1.9730], [-5.7554, 0.1614, -1.6800], [-5.4684, 2.1590, -0.8674], [-3.0335, 1.7759, -0.3515], [-3.3019, -2.2440, -1.8958], [-5.7482, -1.8784, -2.4312], [-6.8106, 0.3226, -1.9058], [2.2328, 0.3778, -0.4011], [1.3813, -0.4766, -0.7717], [1.9050, 1.2651, 0.7809], [2.5087, 2.1810, 0.7733], [2.1212, 0.7175, 1.7074], [0.8414, 1.5141, 0.7602], [3.7044, 0.1006, -0.6304], [4.3062, 1.0105, -0.5231], [3.8576, -0.3258, -1.6256], [4.0400, -0.6266, 0.1220], [-0.3510, 2.5652, 8.4164], [-0.2543, 1.9069, 7.4530], [-0.1361, 1.0914, 6.2760], [-0.9133, 1.3675, 5.1422], [-0.8209, 0.5549, 4.0087], [0.0615, -0.5359, 4.0142], [0.8571, -0.8082, 5.1365], [0.7509, 0.0063, 6.2675], [0.1573, -1.3604, 2.8797], [1.0616, -2.4061, 2.6600], [0.8285, -2.8828, 1.4042], [-0.2144, -2.1505, 0.8624], [-0.6015, -1.2468, 1.7424], [-1.5944, 2.2188, 5.1453], [-1.4281, 0.7817, 3.1318], [1.5521, -1.6495, 5.1313], [1.3608, -0.2105, 7.1453], [1.7875, -2.7101, 3.3912], [1.3146, -3.6602, 0.8354], [-1.3912, -0.5213, 1.6073]]
}



# 2
{
  "formula": "C3H6N2O",
  "method": "ωB97M-V with the def2-TZVPD basis set",
  "s2": 2.0138,
  "total_energy_ev": -8230.725,
  "orbital_gap_ev": [6.28, 9.84],
  "spin_multiplicity": 3,
  "charge": 0,
  "species": ["C", "C", "C", "N", "N", "O", "H", "H", "H", "H", "H", "H"],
  "positions_angstrom": [[2.7313, -0.2543, -2.0178], [0.3417, -0.6260, 0.0678], [-1.5414, 0.6270, 1.1178], [1.9827, 0.6552, -1.6915], [-0.3328, 0.4631, 0.3415], [0.6831, -1.7177, 0.0412], [3.3615, -0.1563, -2.9305], [2.5866, -1.2320, -1.6243], [-1.7783, 1.6676, 1.3389], [-2.3494, 0.3001, 0.5722], [-1.7225, -0.0865, 1.9944], [0.1326, 1.2692, -0.1373]]
}